[1]
70
Properties=species:S:1:pos:R:3:lowdin_charge:R:1 method="wB97M-V/def2-TZVPD" total_energy_ha=-2042.973758 homo_lumo_gap_ha=0.3141 smiles="CCNO[P@](=O)(OCCOCC)OC[C@@H](C)I.COCCOC.COCCOC" homo_ev=-8.86 max_force_ev_per_a=8.592
C -0.93 5.55 -1.54 -0.110
C 0.11 4.29 -1.88 -0.207
N 1.08 4.04 -0.71 -0.161
O 2.19 3.42 -1.15 -0.237
P 2.67 2.10 -0.14 0.827
O 4.28 2.11 -0.12 -0.349
O 2.25 0.50 -0.80 -0.239
C 1.06 0.75 -1.64 -0.227
C 0.29 -0.61 -2.13 -0.150
O -0.77 -1.09 -1.22 -0.205
C -1.87 -0.11 -1.09 -0.260
C -3.38 -0.75 -1.16 -0.095
O 2.18 2.22 1.53 -0.250
C 1.21 1.17 1.90 -0.289
C 0.37 1.64 3.24 -0.671
C 1.39 2.16 4.45 -0.171
I -1.00 3.31 2.73 0.728
H -0.62 6.54 -2.12 0.081
H -2.02 5.24 -1.84 0.078
H -0.93 5.82 -0.40 0.074
H -0.59 3.32 -1.99 0.098
H 0.65 4.41 -2.91 0.130
H 0.52 3.46 -0.05 0.039
H 1.46 1.32 -2.61 0.149
H 0.40 1.52 -1.06 0.081
H -0.08 -0.42 -3.24 0.141
H 1.11 -1.46 -2.19 0.153
H -1.76 0.36 0.00 0.116
H -1.80 0.80 -1.84 0.125
H -4.02 -0.22 -0.31 0.089
H -3.88 -0.43 -2.18 0.086
H -3.42 -1.91 -0.97 0.088
H 0.41 0.92 1.08 0.096
H 1.76 0.16 2.16 0.157
H -0.31 0.77 3.62 0.094
H 1.81 3.21 4.08 0.087
H 2.24 1.39 4.68 0.071
H 0.79 2.39 5.45 0.089
C -4.41 -3.89 -3.52 -0.113
O -5.47 -3.47 -2.67 -0.211
C -6.57 -2.93 -3.40 -0.196
C -7.71 -3.94 -3.53 -0.195
O -7.33 -5.05 -4.34 -0.196
C -7.01 -6.20 -3.57 -0.111
H -3.71 -4.50 -2.93 0.090
H -4.77 -4.50 -4.36 0.085
H -3.87 -3.02 -3.90 0.082
H -6.24 -2.58 -4.39 0.126
H -6.93 -2.06 -2.85 0.121
H -8.56 -3.45 -4.03 0.122
H -8.05 -4.27 -2.54 0.125
H -7.92 -6.65 -3.17 0.087
H -6.32 -5.95 -2.75 0.083
H -6.51 -6.93 -4.22 0.090
C 4.89 0.69 5.06 -0.123
O 4.68 0.17 3.75 -0.210
C 5.40 0.90 2.75 -0.187
C 6.67 0.16 2.32 -0.184
O 7.62 0.09 3.39 -0.197
C 7.62 -1.19 4.02 -0.115
H 4.51 -0.04 5.78 0.090
H 5.96 0.86 5.26 0.087
H 4.34 1.63 5.18 0.070
H 5.64 1.91 3.11 0.134
H 4.74 1.01 1.89 0.085
H 7.14 0.72 1.51 0.127
H 6.42 -0.84 1.94 0.126
H 8.11 -1.92 3.37 0.085
H 6.61 -1.53 4.26 0.081
H 8.19 -1.11 4.95 0.087


[2]
65
Properties=species:S:1:pos:R:3:lowdin_charge:R:1 method="wB97M-V/def2-TZVPD" total_energy_ha=-1730.837380 homo_lumo_gap_ha=0.2969 homo_ev=-11.96 charge=+1 max_force_ev_per_a=3.014
C -2.77 -2.75 0.55 0.096
C -2.89 -1.88 -0.31 -0.284
P -3.04 -0.30 -1.27 0.861
C -3.47 1.17 -0.20 -0.320
C -2.08 1.81 0.31 -0.233
C -1.33 0.88 1.36 -0.197
C 0.22 0.70 1.09 -0.188
C 0.59 -0.46 0.06 -0.203
C 1.70 -1.41 0.74 -0.203
C 2.05 -2.67 -0.15 -0.208
C 0.88 -3.76 -0.19 -0.246
C 0.55 -4.39 1.23 -0.116
P -4.58 -0.73 -2.83 0.783
O -3.75 -1.82 -3.86 -0.313
O -5.65 -1.77 -1.99 -0.319
H -3.03 -3.56 1.28 0.094
H -1.79 0.03 -1.92 0.062
H -4.13 0.90 0.69 0.116
H -4.04 1.98 -0.76 0.101
H -2.39 2.77 0.84 0.090
H -1.46 2.10 -0.59 0.107
H -1.80 -0.14 1.49 0.090
H -1.42 1.40 2.37 0.121
H 0.70 0.43 2.08 0.115
H 0.75 1.66 0.76 0.101
H -0.30 -1.04 -0.33 0.051
H 1.10 -0.01 -0.85 0.110
H 2.63 -0.76 0.80 0.125
H 1.41 -1.65 1.80 0.101
H 3.04 -3.16 0.17 0.098
H 2.23 -2.30 -1.21 0.112
H -0.04 -3.27 -0.64 0.070
H 1.18 -4.63 -0.87 0.108
H -0.55 -4.63 1.32 0.049
H 1.10 -5.38 1.34 0.081
H 0.88 -3.76 2.10 0.069
H -2.95 -2.10 -3.37 0.038
H -5.57 -1.52 -1.04 0.037
C 2.14 5.01 -1.54 -0.088
C 1.99 3.68 -0.82 -0.339
O 2.36 3.82 0.54 -0.086
H 3.17 5.36 -1.48 0.082
H 1.86 4.92 -2.59 0.075
H 1.51 5.78 -1.07 0.074
H 2.63 2.93 -1.28 0.115
H 0.95 3.33 -0.87 0.085
H 1.78 4.48 0.94 0.086
C -3.79 6.69 0.26 -0.082
C -3.53 5.20 0.21 -0.331
O -2.55 4.83 1.18 -0.110
H -2.87 7.24 0.07 0.083
H -4.54 6.98 -0.49 0.081
H -4.15 6.99 1.24 0.079
H -3.16 4.90 -0.77 0.112
H -4.45 4.63 0.41 0.107
H -2.89 5.09 2.05 0.096
C 6.24 -6.05 0.24 -0.091
C 5.34 -4.83 0.16 -0.334
O 4.73 -4.57 1.42 -0.101
H 5.67 -6.92 0.56 0.078
H 6.70 -6.26 -0.72 0.076
H 7.03 -5.89 0.98 0.075
H 4.54 -5.00 -0.57 0.105
H 5.90 -3.95 -0.15 0.110
H 5.44 -4.42 2.06 0.085